Here is a structure of composition C32H56BrClCuN8O4 in a non-equilibrium geometry from the OMol25 dataset. Energies are from the ωB97M-V functional and the def2-TZVPD basis.

Its spin multiplicity is 1. The HOMO-LUMO gap comes out at 6.5 eV. Its total energy is -6666.263869 Ha. Its HOMO energy is -4.84 eV. Its total charge is -1.

Cartesian coordinates (Å):
Br1 -3.704 -1.037 -0.820
Cu1 -0.631 -0.071 -0.333
Cl1 0.570 -3.291 -1.666
O1 0.073 -2.483 -2.795
O2 1.974 -2.913 -1.474
O3 -0.274 -2.859 -0.608
O4 0.393 -4.673 -1.989
N1 -0.994 5.991 -3.447
N2 -4.197 -1.327 -4.232
N3 1.050 0.201 1.569
N4 -1.568 2.130 0.929
N5 6.607 0.238 1.892
N6 -3.080 -0.333 5.295
N7 0.815 0.522 -2.229
N8 0.356 -8.170 2.775
C1 -3.556 -2.970 2.857
C2 4.331 -0.565 -5.510
C3 0.962 2.308 3.221
C4 4.654 -1.525 1.463
C5 5.776 -0.571 1.635
C6 4.666 -2.739 2.517
C7 0.846 -7.217 2.376
C8 -0.109 -4.667 3.525
C9 -2.398 2.880 0.892
C10 -2.957 -0.884 4.295
C11 3.475 -0.569 -4.168
C12 -2.066 2.346 -5.126
C13 -4.014 3.965 -0.751
C14 -1.293 1.045 -5.015
C15 0.414 -4.710 2.066
C16 2.549 0.556 -4.131
C17 0.549 2.022 4.653
C18 1.571 0.598 -3.052
C19 -2.078 -0.227 -5.576
C20 -2.851 -1.634 2.987
C21 4.284 -2.295 3.939
C22 1.061 1.086 2.326
C23 -3.313 -0.858 -4.831
C24 0.838 6.285 -1.520
C25 0.907 5.100 -0.583
C26 -0.850 1.452 4.744
C27 1.449 3.730 -1.139
C28 -5.111 -2.785 3.036
C29 -0.185 6.079 -2.601
C30 1.393 -5.919 1.800
C31 -3.521 3.800 0.714
C32 -4.064 2.748 -1.700
H1 -1.342 3.151 -4.994
H2 5.032 -1.386 -5.659
H3 0.744 -4.725 4.201
H4 1.858 2.928 3.217
H5 1.425 -6.043 0.718
H6 -1.521 2.040 4.119
H7 -3.482 -3.449 1.881
H8 4.732 -1.341 4.217
H9 -2.897 2.404 -4.424
H10 1.257 1.517 5.309
H11 -0.415 -4.825 1.369
H12 2.408 -5.625 2.066
H13 -0.323 1.144 -5.502
H14 2.012 0.692 -5.069
H15 3.058 -1.560 -3.987
H16 5.674 -3.150 2.568
H17 -5.654 -2.268 2.245
H18 1.503 5.389 0.282
H19 5.018 0.276 -5.414
H20 -4.338 3.300 1.235
H21 0.586 3.429 -1.734
H22 -3.268 4.515 -1.323
H23 -0.074 4.757 -0.255
H24 -1.105 0.982 -3.944
H25 0.798 7.277 -1.071
H26 0.492 3.023 5.082
H27 3.221 -2.098 4.083
H28 -0.868 0.431 4.363
H29 -0.682 -3.791 3.831
H30 -5.154 -2.102 3.885
H31 -4.697 1.877 -1.531
H32 2.282 3.889 -1.825
H33 -4.384 2.910 -2.729
H34 -2.510 2.359 -6.121
H35 -3.307 4.699 1.292
H36 -2.291 -0.121 -6.640
H37 3.708 -0.593 -6.404
H38 -1.794 -1.790 2.769
H39 -5.710 -3.665 3.270
H40 -3.089 -3.674 3.546
H41 1.486 2.987 -0.343
H42 3.076 1.510 -4.149
H43 4.829 -1.812 0.426
H44 3.722 -0.984 1.302
H45 -1.141 1.452 5.795
H46 4.218 -0.267 -3.430
H47 -3.332 -0.966 2.272
H48 0.923 -3.782 1.805
H49 -3.057 2.391 -1.911
H50 4.072 -3.538 2.073
H51 0.187 2.964 2.824
H52 -1.370 -1.055 -5.533
H53 -0.740 -5.496 3.845
H54 -4.879 4.626 -0.820
H55 4.554 -2.984 4.739
H56 1.799 6.380 -2.025

---

Here is a cluster of 7 separate species, C32H56ClF7N6O11 in total in a non-equilibrium geometry from the OMol25 dataset. Energies are from the ωB97M-V functional and the def2-TZVPD basis.

Its spin multiplicity is 1. The HOMO-LUMO gap comes out at 7.6 eV. Its total energy is -3568.022142 Ha. Its HOMO energy is -8.67 eV. Its total charge is 0. The SMILES is CC[C@@H](Cl)[C@]1(C(=O)C(F)(F)C(F)(F)C(F)(F)C(=O)O)C[C@@H]([C@@H](C)F)OC1=O.CNC(C)=O.CNC(C)=O.CNC(C)=O.CNC(C)=O.CNC(C)=O.CNC(C)=O.

Cartesian coordinates (Å):
Cl1 0.408 -2.092 1.856
F1 2.113 -2.481 -2.752
F2 0.895 -2.276 -4.878
F3 -2.968 1.790 -2.020
F4 -0.531 -5.060 -3.998
F5 -2.471 -4.046 -2.517
F6 -1.807 -2.135 -3.757
F7 0.405 -4.683 -1.835
O1 2.827 -4.041 -5.575
O2 -0.641 1.517 -0.391
O3 2.501 -8.227 -5.624
O4 -1.632 3.291 6.831
O5 -8.105 6.038 -1.024
O6 1.930 2.203 1.967
O7 2.418 -5.691 -3.809
O8 -1.905 6.287 -3.801
O9 6.191 0.475 2.998
O10 -1.910 0.050 1.016
O11 -2.040 -2.727 -0.202
N1 -2.317 1.287 7.580
N2 0.258 2.595 3.415
N3 -3.577 6.679 -2.353
N4 7.800 1.043 1.537
N5 3.401 -10.210 -6.174
N6 -7.523 3.962 -0.394
C1 1.222 -3.179 -3.752
C2 -3.302 3.320 8.549
C3 -1.909 1.041 -4.215
C4 -4.220 6.745 -1.061
C5 0.219 -0.033 -2.086
C6 -1.330 -3.063 -2.664
C7 -8.407 4.849 -0.933
C8 -7.694 2.540 -0.204
C9 3.304 -9.121 -5.360
C10 -2.303 6.285 -2.637
C11 -1.216 -2.312 -1.204
C12 -9.736 4.324 -1.400
C13 3.179 -1.206 1.607
C14 2.205 -4.363 -4.410
C15 -0.036 -3.970 -3.082
C16 -1.733 1.902 -2.833
C17 -0.386 2.661 4.707
C18 -3.085 0.369 8.389
C19 -2.357 2.650 7.591
C20 7.327 0.284 2.566
C21 2.314 -0.809 0.241
C22 1.532 2.202 3.131
C23 -1.426 5.860 -1.493
C24 4.200 -9.062 -4.154
C25 8.233 -0.772 3.137
C26 4.275 -11.352 -6.032
C27 -0.227 -1.049 -0.834
C28 2.409 1.776 4.276
C29 0.951 -1.713 0.092
C30 -1.003 0.146 0.043
C31 9.095 0.969 0.900
C32 -0.480 1.452 -1.880
H1 -3.562 6.431 -0.252
H2 3.653 -12.248 -5.962
H3 4.898 -11.415 -6.928
H4 -0.919 0.615 -4.671
H5 7.137 1.732 1.204
H6 -3.663 -0.271 7.719
H7 9.729 0.196 1.334
H8 -1.265 2.013 4.681
H9 4.911 -11.282 -5.151
H10 3.393 1.491 3.897
H11 1.370 0.280 -2.138
H12 -6.902 2.028 -0.755
H13 -2.385 -0.245 8.961
H14 -4.538 7.777 -0.894
H15 4.011 -8.139 -3.601
H16 -7.588 2.326 0.862
H17 9.581 1.941 1.007
H18 -10.334 5.144 -1.805
H19 -3.043 3.051 9.578
H20 2.757 -0.658 2.577
H21 0.331 2.283 -2.146
H22 2.637 -6.291 -4.581
H23 0.111 -0.559 -3.151
H24 -2.760 0.233 -4.065
H25 -8.665 2.188 -0.551
H26 2.535 2.606 4.978
H27 8.938 0.758 -0.161
H28 -0.703 3.693 4.875
H29 -9.587 3.581 -2.189
H30 -1.579 3.036 -3.166
H31 0.273 2.347 5.516
H32 -4.109 6.951 -3.172
H33 2.060 0.356 0.211
H34 -0.274 2.867 2.596
H35 2.768 -10.182 -6.966
H36 -2.343 1.798 -5.029
H37 -3.760 0.882 9.073
H38 -5.099 6.097 -1.088
H39 1.969 0.912 4.782
H40 -6.650 4.387 -0.102
H41 -10.279 3.882 -0.559
H42 2.993 -1.016 -0.691
H43 -4.331 3.024 8.326
H44 -3.223 4.404 8.445
H45 8.491 -1.501 2.364
H46 -0.441 5.574 -1.871
H47 1.279 -2.771 -0.350
H48 9.138 -0.308 3.541
H49 3.993 -9.909 -3.494
H50 7.722 -1.295 3.949
H51 5.248 -9.070 -4.467
H52 -1.659 0.906 6.910
H53 4.312 -0.847 1.496
H54 -1.866 4.996 -0.986
H55 -1.300 6.689 -0.791
H56 3.253 -2.387 1.762

---

Here is a structure of composition C32H56MoN3OP2 in a non-equilibrium geometry from the OMol25 dataset. Energies are from the ωB97M-V functional and the def2-TZVPD basis.

Its spin multiplicity is 3. The HOMO-LUMO gap (alpha / beta) comes out at 5.8 / 5.9 eV. Its total energy is -2242.353926 Ha. Its HOMO energy (alpha / beta) is -17.84 / -17.74 eV. Its total charge is +3. The relative energy (zero: lowest compared OMol25 entry of this formula, charge and spin) is 1.5561 eV.

Cartesian coordinates (Å):
Mo1 0.606 -0.354 0.222
P1 1.945 1.543 0.885
P2 -1.366 -1.639 -0.355
O1 2.917 -2.196 -0.733
N1 -0.943 1.118 0.702
N2 0.805 -1.238 2.069
N3 0.083 0.390 -1.767
C1 -2.136 1.020 0.040
C2 -2.938 3.002 1.170
C3 -3.977 -2.541 0.488
C4 -0.697 2.162 1.546
C5 0.063 -2.911 -2.442
C6 -1.650 1.098 -3.413
C7 3.262 0.296 3.046
C8 -2.201 -0.049 -1.007
C9 -2.545 -2.298 1.007
C10 2.337 -3.802 3.701
C11 -0.927 0.420 -4.597
C12 3.535 1.321 1.928
C13 2.237 2.925 -0.408
C14 -1.691 3.109 1.812
C15 -1.147 0.451 -2.085
C16 0.961 -1.930 2.982
C17 2.740 2.226 -1.692
C18 1.273 -2.790 4.124
C19 -1.959 -3.590 1.622
C20 3.183 4.065 0.007
C21 0.700 2.265 2.111
C22 2.059 -1.490 -0.345
C23 -2.374 -2.457 -2.918
C24 -1.358 -2.874 -1.838
C25 -1.663 -4.309 -1.362
C26 4.004 2.631 2.595
C27 -3.176 1.010 -3.611
C28 -2.622 -1.252 2.142
C29 -1.251 2.590 -3.393
C30 -3.155 1.964 0.264
C31 0.856 3.542 -0.704
C32 4.634 0.733 1.017
H1 -1.483 3.932 2.501
H2 3.147 3.267 2.875
H3 2.597 -4.463 4.553
H4 1.970 -4.430 2.860
H5 -0.179 1.112 -5.017
H6 4.685 3.220 1.967
H7 4.124 0.305 3.740
H8 0.915 3.300 2.429
H9 -2.091 -3.543 2.719
H10 2.360 0.537 3.630
H11 -0.880 -3.673 1.419
H12 4.360 -0.276 0.666
H13 -0.911 -4.663 -0.638
H14 -1.649 -0.774 2.330
H15 4.239 3.753 0.055
H16 1.939 2.216 -2.452
H17 -1.618 3.096 -4.306
H18 -2.458 -4.501 1.266
H19 -3.451 1.472 -4.575
H20 3.603 2.793 -2.092
H21 0.794 1.609 2.997
H22 3.075 1.193 -1.504
H23 3.112 4.868 -0.751
H24 -4.191 -3.625 0.523
H25 1.671 -2.168 4.954
H26 -3.298 -2.033 -2.494
H27 0.935 4.168 -1.611
H28 5.570 0.646 1.599
H29 -4.729 -2.033 1.118
H30 -1.653 0.152 -5.386
H31 4.844 1.366 0.141
H32 2.900 4.505 0.979
H33 -3.228 -0.179 -1.377
H34 0.356 -3.316 4.458
H35 -3.369 -0.470 1.938
H36 0.109 2.760 -0.898
H37 -3.540 -0.032 -3.630
H38 -0.407 -0.502 -4.285
H39 4.541 2.379 3.529
H40 -4.105 1.866 -0.270
H41 0.505 4.188 0.119
H42 0.719 -3.574 -1.858
H43 -1.614 -4.975 -2.244
H44 -1.939 -1.721 -3.609
H45 -2.928 -1.775 3.067
H46 -1.680 3.106 -2.516
H47 -0.155 2.684 -3.350
H48 3.262 -3.275 3.372
H49 0.539 -1.923 -2.484
H50 -3.724 3.737 1.369
H51 -2.666 -4.418 -0.922
H52 -0.011 -3.319 -3.468
H53 -4.114 -2.210 -0.553
H54 3.149 -0.721 2.642
H55 -3.721 1.552 -2.818
H56 -2.652 -3.347 -3.514